No. 1
{"formula": "C40H57InO6Se2", "method": "ωB97M-V with the def2-TZVPD basis set", "total_charge": -2, "orbital_gap_ev": 5.0, "lumo_energy_ev": 3.53, "species": ["In", "C", "C", "C", "C", "C", "C", "C", "C", "C", "C", "C", "C", "C", "C", "C", "C", "C", "H", "H", "H", "H", "H", "H", "H", "H", "H", "H", "H", "H", "H", "H", "H", "H", "H", "H", "H", "H", "H", "H", "H", "H", "H", "H", "H", "H", "H", "O", "C", "C", "C", "O", "C", "Se", "C", "Se", "H", "H", "H", "H", "H", "H", "H", "H", "H", "H", "C", "C", "O", "C", "C", "C", "C", "C", "C", "O", "H", "H", "H", "H", "H", "H", "H", "C", "C", "C", "C", "C", "C", "C", "C", "C", "C", "O", "O", "H", "H", "H", "H", "H", "H", "H", "H", "H", "H", "H"], "xyz": [[-0.19944, -0.46187, -0.53969], [0.81835, -3.23989, 0.00015], [-0.00185, -3.32796, -1.16323], [0.80655, -2.87873, -2.26920], [2.06365, -2.51070, -1.72700], [2.07335, -2.71769, -0.33549], [3.24754, -2.48119, 0.59335], [4.30466, -3.57966, 0.39413], [2.79070, -2.49848, 2.05366], [3.89550, -1.12157, 0.30586], [0.51700, -2.70849, -3.77016], [-0.46434, -1.55634, -4.06290], [0.01264, -4.00446, -4.42520], [1.81143, -2.35001, -4.51451], [-1.37333, -4.02609, -1.07519], [-1.88186, -4.03053, 0.37850], [-2.49380, -3.36443, -1.89392], [-1.23374, -5.50348, -1.48885], [0.51142, -3.51425, 1.00181], [2.89751, -2.11138, -2.29012], [3.85752, -4.56302, 0.56664], [5.15201, -3.45105, 1.08459], [4.68377, -3.55941, -0.63206], [2.40162, -3.48341, 2.33106], [1.99699, -1.76153, 2.21247], [3.62911, -2.26174, 2.72008], [4.26806, -1.07785, -0.72208], [4.73735, -0.93481, 0.98682], [3.16114, -0.32382, 0.42754], [-1.42450, -1.68123, -3.56765], [-0.64502, -1.46179, -5.14227], [-0.05533, -0.60854, -3.70659], [-0.95634, -4.32079, -4.04530], [0.72543, -4.81690, -4.24850], [-0.08955, -3.86133, -5.50852], [2.20158, -1.38403, -4.18573], [1.60225, -2.28149, -5.58718], [2.58462, -3.10869, -4.35903], [-1.92549, -3.01805, 0.78271], [-1.24940, -4.64411, 1.02655], [-2.89338, -4.45251, 0.40758], [-2.62405, -2.32109, -1.58757], [-3.44018, -3.88590, -1.70675], [-2.31576, -3.38587, -2.96679], [-0.48628, -5.98600, -0.85281], [-0.90270, -5.60613, -2.52351], [-2.18925, -6.03639, -1.37483], [2.97661, 7.29968, 2.07784], [1.80302, 7.02174, 1.30622], [1.35346, 5.55672, 1.32107], [0.15579, 5.43071, 0.37335], [-1.00195, 6.11562, 0.84952], [2.47774, 4.64903, 0.83261], [2.01318, 2.76107, 1.07951], [0.98310, 5.13924, 2.73996], [0.46431, 3.25297, 2.79062], [2.84043, 6.95292, 2.96395], [2.04551, 7.30973, 0.28249], [0.96778, 7.64205, 1.63993], [-0.06439, 4.37782, 0.19554], [0.42617, 5.88046, -0.58631], [-1.51603, 5.48317, 1.36082], [3.39315, 4.85283, 1.37730], [2.66634, 4.78930, -0.23458], [0.12907, 5.70966, 3.10715], [1.81957, 5.28113, 3.42716], [-0.01580, -0.16431, 4.50395], [-0.79132, 0.01599, 3.20430], [-0.20927, 0.53670, 2.26562], [-2.18791, -0.40445, 3.13967], [-2.93075, -0.46866, 4.33787], [-4.27860, -0.73608, 4.36349], [-4.93392, -0.95768, 3.13119], [-4.24869, -0.93530, 1.94929], [-2.82764, -0.70785, 1.87937], [-2.23942, -0.83485, 0.76298], [1.03400, 0.03679, 4.30321], [-0.13762, -1.17860, 4.88833], [-0.36262, 0.53562, 5.26826], [-2.42537, -0.26187, 5.27597], [-4.82447, -0.75430, 5.29940], [-6.00349, -1.14746, 3.12412], [-4.75108, -1.09305, 1.00151], [-6.85700, 2.08148, 1.64618], [-5.74930, 1.93611, 0.62990], [-5.95753, 1.29433, -0.58381], [-4.93921, 1.17249, -1.53098], [-5.18754, 0.44233, -2.82872], [-3.68446, 1.71215, -1.25701], [-3.44462, 2.33166, -0.02760], [-2.06746, 2.85196, 0.31373], [-4.48062, 2.44371, 0.89251], [-2.58542, 1.66686, -2.30646], [-2.74690, 2.40930, -3.29074], [-1.60087, 0.90740, -2.06491], [-7.76926, 1.58574, 1.30631], [-7.09306, 3.13508, 1.82358], [-6.56744, 1.64292, 2.60607], [-6.93665, 0.87120, -0.80167], [-6.25742, 0.36542, -3.03488], [-4.77602, -0.57140, -2.78026], [-4.69687, 0.95781, -3.65597], [-1.60302, 3.33948, -0.54582], [-1.41227, 2.02855, 0.61812], [-2.12118, 3.56015, 1.14397], [-4.28638, 2.91816, 1.85244]]}


No. 2
{"formula": "C26H40NO", "method": "ωB97M-V with the def2-TZVPD basis set", "total_charge": 1, "smiles": "CCCCCc1ccc(OCCCC[n+]2ccc(C)cc2)c(CCCCC)c1", "orbital_gap_ev": 7.6, "e_above_lowest_ev": 0.050, "lumo_energy_ev": -3.55, "species": ["C", "C", "C", "C", "C", "C", "C", "C", "C", "O", "C", "C", "C", "C", "N", "C", "C", "C", "C", "C", "C", "C", "C", "C", "C", "C", "C", "C", "H", "H", "H", "H", "H", "H", "H", "H", "H", "H", "H", "H", "H", "H", "H", "H", "H", "H", "H", "H", "H", "H", "H", "H", "H", "H", "H", "H", "H", "H", "H", "H", "H", "H", "H", "H", "H", "H", "H", "H"], "xyz": [[4.00268, -2.53721, -3.44491], [4.41574, -2.70225, -1.98728], [4.02317, -1.49434, -1.13984], [4.37124, -1.69024, 0.33339], [4.07982, -0.43841, 1.17087], [2.65620, 0.01915, 1.04388], [2.34723, 1.27077, 0.53342], [1.03124, 1.68289, 0.40106], [-0.00300, 0.83897, 0.77518], [-1.33805, 1.14921, 0.59425], [-1.73300, 2.50514, 0.68663], [-3.26232, 2.56233, 0.67355], [-3.88507, 2.74458, -0.71095], [-3.73644, 1.54311, -1.65318], [-2.36488, 1.32620, -2.08176], [-1.69163, 0.23699, -1.69098], [-0.37180, 0.04480, -2.04731], [0.30028, 1.00501, -2.80192], [1.73284, 0.85524, -3.14093], [-0.44240, 2.11992, -3.21311], [-1.75734, 2.24824, -2.84331], [0.28196, -0.42829, 1.30030], [-0.82230, -1.32463, 1.77893], [-1.25214, -0.92247, 3.19619], [-2.42039, -1.75212, 3.72683], [-2.06246, -3.21296, 3.99312], [-3.22007, -3.96105, 4.64288], [1.60625, -0.80743, 1.43038], [4.33469, -3.38878, -4.03248], [4.44436, -1.63772, -3.86908], [2.91897, -2.46882, -3.53263], [5.49655, -2.84170, -1.93322], [3.94644, -3.59920, -1.57777], [2.94630, -1.32408, -1.22913], [4.53646, -0.60707, -1.51911], [3.80448, -2.53688, 0.72426], [5.43105, -1.93210, 0.42668], [4.29305, -0.66228, 2.21872], [4.74772, 0.36641, 0.85889], [3.14035, 1.94467, 0.24402], [0.82530, 2.66844, 0.01097], [-1.32205, 3.09879, -0.14193], [-1.34782, 2.92422, 1.62367], [-3.63712, 1.64971, 1.13928], [-3.57965, 3.40297, 1.29012], [-3.46900, 3.63917, -1.17803], [-4.95527, 2.91208, -0.58237], [-4.08884, 0.64222, -1.14960], [-4.35225, 1.71113, -2.54128], [-2.22777, -0.50101, -1.11664], [0.13751, -0.84631, -1.71817], [2.05547, 1.59985, -3.86240], [2.32579, 0.96482, -2.23113], [1.93770, -0.13955, -3.53157], [0.01386, 2.88441, -3.82154], [-2.35018, 3.09515, -3.15534], [-0.47608, -2.35772, 1.78114], [-1.68583, -1.24636, 1.11617], [-0.39827, -1.02319, 3.86894], [-1.54108, 0.13112, 3.18404], [-3.25252, -1.70663, 3.01909], [-2.76158, -1.30360, 4.66255], [-1.79945, -3.71026, 3.05748], [-1.19140, -3.25416, 4.65045], [-2.95065, -4.99845, 4.82367], [-4.09786, -3.94215, 4.00028], [-3.48362, -3.50539, 5.59448], [1.82579, -1.77566, 1.85502]]}


No. 3
{"formula": "C4H6ClFN2", "method": "ωB97M-V with the def2-TZVPD basis set", "smiles": "C=N/N=C(\\C)[C@H](F)Cl", "orbital_gap_ev": 10.6, "e_above_lowest_ev": 1.181, "lumo_energy_ev": 0.75, "species": ["C", "N", "N", "C", "C", "C", "F", "Cl", "H", "H", "H", "H", "H", "H"], "xyz": [[-2.39001, -0.59575, 1.01450], [-1.77904, -0.47612, -0.08851], [-0.49641, -0.98624, -0.09622], [0.42464, -0.13149, -0.32233], [0.24782, 1.34003, -0.52480], [1.82546, -0.68581, -0.43176], [1.85681, -2.02654, -0.30299], [2.84706, 0.04094, 0.85618], [-1.94056, -1.02091, 1.92471], [-3.43713, -0.24434, 1.06180], [-0.69327, 1.52513, -1.05756], [1.09919, 1.77648, -1.05354], [0.15393, 1.85660, 0.42969], [2.28149, -0.37198, -1.40918]]}


No. 4
{"formula": "C20H47NOP3Ti", "method": "ωB97M-V with the def2-TZVPD basis set", "spin_multiplicity": 3, "total_charge": 1, "orbital_gap_ev": [6.7, 8.7], "lumo_energy_ev": [-2.82, -2.56], "species": ["Ti", "P", "P", "N", "C", "H", "H", "C", "H", "H", "C", "H", "H", "C", "H", "H", "C", "C", "H", "H", "H", "C", "C", "H", "H", "H", "C", "C", "H", "H", "H", "C", "C", "H", "H", "H", "C", "C", "H", "H", "H", "C", "H", "H", "H", "C", "H", "H", "H", "C", "H", "H", "H", "H", "H", "H", "H", "O", "H", "H", "C", "P", "C", "C", "H", "H", "H", "H", "H", "H", "H", "H", "H"], "xyz": [[-0.44911, 0.17041, 0.48510], [1.71862, 1.32991, 0.84825], [-1.95356, -0.99776, -1.10641], [-0.45274, 1.55609, -1.13325], [1.46692, 2.85395, -0.15045], [1.55479, 3.77290, 0.47417], [2.24455, 2.91769, -0.90420], [0.12592, 2.89478, -0.87924], [-0.59923, 3.54784, -0.32523], [0.28982, 3.43183, -1.84584], [-1.70853, 1.70424, -1.89715], [-1.49917, 2.24425, -2.87958], [-2.43238, 2.40379, -1.37283], [-2.41506, 0.41088, -2.23134], [-2.17400, 0.14132, -3.24583], [-3.50681, 0.59127, -2.18541], [-3.54933, -1.52063, -0.31519], [-3.31820, -2.48887, 0.84272], [-4.20571, -2.48395, 1.48923], [-2.44628, -2.26451, 1.48153], [-3.18545, -3.52200, 0.47975], [-1.37290, -2.36939, -2.18297], [-1.20456, -3.70077, -1.43455], [-0.68117, -4.40313, -2.09418], [-2.16446, -4.15456, -1.15658], [-0.59142, -3.58583, -0.52054], [3.34914, 0.62362, 0.32940], [3.84290, -0.50774, 1.24510], [4.69392, -0.99346, 0.75400], [3.06868, -1.27749, 1.41937], [4.19166, -0.13238, 2.22231], [1.92757, 1.91536, 2.65636], [2.03506, 0.76132, 3.61246], [1.59128, 1.08014, 4.56009], [3.06675, 0.48590, 3.81315], [1.50522, -0.17042, 3.31656], [0.27874, -1.54610, 1.24872], [-2.20717, -2.58569, -3.46770], [-3.22572, -2.93693, -3.25465], [-2.28393, -1.65228, -4.08022], [-1.69990, -3.33710, -4.08397], [4.45737, 1.66713, 0.11111], [5.32358, 1.15195, -0.31953], [4.15135, 2.45597, -0.60863], [4.76765, 2.15117, 1.04002], [3.03364, 2.94214, 2.82976], [2.84768, 3.45899, 3.77373], [4.03772, 2.49994, 2.90483], [3.06673, 3.72446, 2.03780], [-4.61475, -2.02615, -1.27556], [-4.44521, -3.06487, -1.61787], [-5.57287, -2.02875, -0.74696], [-4.73112, -1.38851, -2.16067], [-3.94156, -0.57951, 0.09220], [0.98606, 2.43134, 2.81423], [-0.36902, -2.05276, -2.51186], [3.12322, 0.17169, -0.65143], [0.78710, -2.56085, 1.56199], [0.14811, 0.74889, -1.32688], [0.59242, -0.39847, -0.78742], [-3.70900, 0.96842, 2.11645], [-1.92998, 1.15443, 2.20128], [-1.71236, 2.94951, 2.42619], [-1.45971, 0.35199, 3.79758], [-4.04497, 1.30899, 1.14244], [-4.21723, 1.54971, 2.87484], [-3.98259, -0.07330, 2.19845], [-2.31884, 3.29690, 3.26730], [-2.06232, 3.44528, 1.49917], [-0.66563, 3.23503, 2.59150], [-0.83138, 1.01835, 4.41344], [-2.37638, 0.10027, 4.35876], [-0.90384, -0.57461, 3.60382]]}